1.
C20H26AgN2O10 | the ωB97M-V functional and the def2-TZVPD basis

Structure (XYZ):
```
59
Properties=species:S:1:pos:R:3
Ag 12.2138 -17.5298 -24.4313
C 17.8384 -18.1514 -23.9054
C 18.7354 -17.2203 -24.5378
C 18.0548 -15.9656 -25.1525
O 18.6713 -15.0263 -25.6383
C 16.6000 -15.9248 -25.2651
C 15.8029 -16.8927 -24.6338
C 16.4566 -17.9988 -23.8706
O 15.7507 -18.8300 -23.2393
O 14.5662 -16.7912 -24.8016
O 19.9552 -17.2934 -24.5059
H 18.2850 -18.9211 -23.2945
H 16.1689 -15.1812 -25.9174
C 8.0690 -19.4633 -24.9560
C 6.8786 -19.0731 -25.6429
C 6.7756 -17.5173 -25.9361
O 5.7300 -17.1092 -26.4420
C 7.9284 -16.6792 -25.6997
C 9.0954 -17.1642 -25.1512
C 9.1344 -18.6151 -24.6987
O 10.1683 -19.0944 -24.1173
O 10.1110 -16.3753 -25.0601
O 5.9449 -19.7809 -26.0081
H 8.0810 -20.4987 -24.6295
H 7.8850 -15.6289 -25.9582
C 13.6556 -21.4967 -26.0943
C 13.5371 -19.9931 -25.9838
C 12.4715 -19.5117 -26.9451
O 12.1801 -18.1236 -26.7172
C 11.2276 -17.6876 -27.6482
N 13.1593 -19.6812 -24.5396
H 12.7187 -22.0244 -25.9119
H 14.3693 -21.8856 -25.3641
H 14.0403 -21.7669 -27.0885
H 14.4735 -19.4579 -26.1543
H 11.5181 -20.0312 -26.8067
H 12.8116 -19.6513 -27.9767
H 11.5296 -17.8615 -28.6933
H 11.0746 -16.6090 -27.6088
H 10.2411 -18.1368 -27.4977
H 12.5615 -20.4736 -24.3149
H 14.0413 -19.8678 -24.0580
C 11.9088 -16.2491 -19.9330
C 11.7097 -16.3337 -21.4598
C 12.5965 -15.3283 -22.1493
O 12.2405 -15.2702 -23.5027
C 12.8269 -14.1528 -24.1444
N 12.1554 -17.6979 -21.8509
H 12.8880 -16.5819 -19.5700
H 11.2654 -16.9745 -19.4219
H 11.7367 -15.2797 -19.4456
H 10.6506 -16.2677 -21.7018
H 13.6576 -15.6091 -22.0411
H 12.4830 -14.3396 -21.6736
H 13.9038 -14.1358 -23.9520
H 12.2679 -13.2578 -23.8586
H 12.7083 -14.2874 -25.2195
H 11.6719 -18.3697 -21.2554
H 13.1009 -17.8568 -21.4964
```

Its spin multiplicity is 2. As for the LUMO energy (alpha / beta): 0.1462 / 0.0745 hartree. As for the HOMO energy (alpha / beta): -1.05 / -1.05 eV. As for the charge: -2. As for the expectation value of S²: 0.775. The calculation puts the energy relative to the best compared isomer or geometry (same formula, charge and spin) at 0.0 kJ/mol.

Here are the Mulliken charges for atoms 1 to 6, given in e: atom 1 (Ag): 1.413, atom 2 (C): -0.710, atom 3 (C): 0.254, atom 4 (C): 0.387, atom 5 (O): -0.625, atom 6 (C): -0.185


2.
C20H26AuO7P3Se2 | the ωB97M-V functional and the def2-TZVPD basis

Structure (XYZ):
```
59
Properties=species:S:1:pos:R:3
Au 0.2256 1.0182 -0.9229
Se -0.9947 -1.4559 -0.8991
P 0.8704 -1.9127 0.1677
Se 2.3076 -0.2714 0.2438
C 1.6117 -3.3184 -0.7380
C 0.8398 -4.4381 -1.0313
C 1.3688 -5.4485 -1.8122
C 2.6495 -5.3333 -2.3283
C 3.4088 -4.2080 -2.0531
C 2.8952 -3.2043 -1.2521
C 0.3820 -2.4008 1.8674
C -0.6061 -3.3610 2.0575
C -1.0174 -3.6780 3.3386
C -0.4714 -3.0201 4.4290
C 0.4922 -2.0436 4.2364
C 0.9242 -1.7371 2.9588
H -0.1773 -4.5068 -0.6724
H 0.7735 -6.3229 -2.0289
H 3.0522 -6.1185 -2.9501
H 4.3994 -4.1041 -2.4679
H 3.4852 -2.3225 -1.0368
H -1.0676 -3.8429 1.2078
H -1.7726 -4.4356 3.4858
H -0.8016 -3.2657 5.4269
H 0.9080 -1.5173 5.0822
H 1.6769 -0.9752 2.8031
C -1.1325 3.1967 -4.6145
C -0.4677 2.4752 -3.4665
O -1.4119 1.9445 -2.5553
P 0.6693 3.6078 -2.5828
O -0.1965 4.8827 -2.2051
O 1.6665 4.1592 -3.6578
O 1.3349 3.0251 -1.3909
P 0.7415 1.1655 -3.9905
O -0.2305 0.3496 -5.0030
O 1.9170 1.7406 -4.6849
O 1.0076 0.2746 -2.7957
H -1.7827 3.9757 -4.2158
H -1.7094 2.4895 -5.2091
H -0.3725 3.6507 -5.2454
H -1.8450 1.1939 -2.9975
H 0.0465 5.2064 -1.3352
H 2.0703 3.4012 -4.1438
H 0.2609 -0.3984 -5.3434
C -0.5747 2.2588 4.1428
C -1.6637 2.3326 3.0677
C -2.1512 3.7747 2.8942
C -2.8333 1.4057 3.4116
C -1.0666 1.8954 1.8098
C -0.5551 1.5809 0.7697
H -0.9628 2.5845 5.1068
H 0.2628 2.8963 3.8653
H -0.2096 1.2373 4.2339
H -2.5926 4.1415 3.8199
H -2.8958 3.8295 2.1023
H -1.3192 4.4206 2.6205
H -3.2867 1.7028 4.3566
H -2.4892 0.3759 3.4935
H -3.5902 1.4482 2.6304
```

Its spin multiplicity is 3. As for the LUMO energy (alpha / beta): -0.0034 / -0.0920 hartree. As for the HOMO energy (alpha / beta): -7.68 / -8.61 eV. As for the expectation value of S²: 2.014.

Here are the Mulliken charges for atoms 1 to 6, given in e: atom 1 (Au): 0.766, atom 2 (Se): -0.239, atom 3 (P): 0.305, atom 4 (Se): -0.438, atom 5 (C): 1.135, atom 6 (C): -0.378


3.
C20H26Br2CaN8O4Se | the ωB97M-V functional and the def2-TZVPD basis

Structure (XYZ):
```
62
Properties=species:S:1:pos:R:3
Ca -0.3027 0.0357 0.0418
C 3.4171 3.5921 1.4961
N 2.8635 2.8188 0.3977
C 2.8098 3.4785 -0.8953
C 2.1592 1.7073 0.5935
O 1.5934 1.1032 -0.3269
C 2.0492 1.1934 2.0288
O 1.1097 0.1222 2.1084
C 1.6324 -1.0641 2.6989
C 2.5861 -1.7818 1.7556
O 3.1520 -1.1441 0.8789
N 2.8179 -3.0917 2.0091
C 2.0369 -3.8407 2.9910
C 3.5452 -3.8762 1.0273
H 4.3074 4.1149 1.1490
H 2.6957 4.3330 1.8523
H 3.7197 2.9631 2.3259
H 3.8192 3.7005 -1.2440
H 2.3114 2.8371 -1.6135
H 2.2510 4.4134 -0.8044
H 3.0326 0.8675 2.3591
H 1.7008 2.0028 2.6714
H 2.1666 -0.8176 3.6232
H 0.7644 -1.6619 2.9419
H 2.0072 -3.3349 3.9538
H 1.0204 -4.0204 2.6348
H 2.5298 -4.7981 3.1547
H 3.9837 -3.2042 0.2971
H 4.3335 -4.4513 1.5149
H 2.8616 -4.5612 0.5183
N -1.9583 4.3346 0.9980
C -1.4888 4.4825 2.2813
C -0.2839 3.8492 2.2978
N -0.0076 3.3003 1.0596
C -1.0477 3.6056 0.3202
C -1.2285 3.1872 -1.0825
N -0.9420 1.9974 -1.5465
C -1.1981 2.0647 -2.9065
C -1.6786 3.2928 -3.2321
N -1.6942 4.0038 -2.0503
H -2.9267 4.4346 0.7147
H -2.0607 4.9775 3.0464
H 0.3898 3.7433 3.1336
H -1.0445 1.2161 -3.5525
H -2.0048 3.7171 -4.1656
H -1.9691 4.9633 -1.9321
O -4.1803 -3.0430 -4.6385
C -3.4699 -2.3217 -3.7310
C -4.0626 -1.5954 -2.7100
C -3.2436 -0.8998 -1.8475
N -1.9022 -0.8928 -1.9507
C -1.3865 -1.5964 -2.9379
Br 0.5086 -1.5636 -3.0714
C -2.0947 -2.3309 -3.8655
H -5.1203 -2.9757 -4.4307
H -5.1379 -1.5680 -2.5802
H -3.6746 -0.3212 -1.0423
H -1.6110 -2.8903 -4.6516
Br -0.5320 -2.6182 0.5220
Se -4.7890 2.1758 0.1989
C -3.2661 1.3018 0.7423
N -2.2766 0.7607 1.0352
```

As for the LUMO energy: 0.0154 hartree. As for the HOMO energy: -7.57 eV. The calculation puts the energy relative to the best compared isomer or geometry (same formula, charge and spin) at 19.0 kJ/mol.

Here are the Mulliken charges for atoms 1 to 6, given in e: atom 1 (Ca): 1.572, atom 2 (C): -0.925, atom 3 (N): 0.280, atom 4 (C): -1.079, atom 5 (C): 1.137, atom 6 (O): -0.865


4.
C20H26BrCl4F2KN4O3 | the ωB97M-V functional and the def2-TZVPD basis

Structure (XYZ):
```
61
Properties=species:S:1:pos:R:3
C 0.3414 -3.2518 1.4143
C -0.2059 -2.2900 0.3088
C -0.6809 -0.8628 0.8150
N -0.3363 -2.5897 -0.9686
C 0.5563 -3.6388 -1.3250
C 0.1163 -5.0312 -1.6723
F -1.2426 -5.3485 -1.6707
C 1.1083 -6.0309 -1.9812
N 2.4777 -5.7159 -1.9435
C 3.0111 -4.4367 -1.6556
Cl 4.8086 -4.1480 -1.6463
C 2.0584 -3.3081 -1.3155
F 2.4591 -1.9780 -0.9769
H -0.3801 -4.0817 1.6845
H 0.5128 -2.6221 2.3434
H 1.3286 -3.7293 1.1774
H -1.1987 -1.0551 1.8075
H -1.3318 -0.3274 0.0864
H 0.2766 -0.3023 1.0489
H 0.7943 -7.0824 -2.2116
H 3.1585 -6.4557 -2.1376
Cl -4.7583 -1.2427 -0.8475
C -4.0642 -2.4552 -1.9428
C -5.0550 -3.5614 -2.2639
Cl -5.3943 -4.5929 -0.8537
H -3.1551 -2.8480 -1.4825
H -3.7813 -1.9316 -2.8585
H -4.6493 -4.2089 -3.0314
H -6.0026 -3.1582 -2.6250
C 1.5777 0.8852 -2.3577
C 2.4437 2.1472 -2.3678
C 2.4939 2.8473 -1.0087
C 1.1933 3.3946 -0.6148
N 0.1724 3.8231 -0.3035
H 0.5046 1.1206 -2.1448
H 1.6237 0.3956 -3.3289
H 1.9309 0.1868 -1.6107
H 2.0738 2.8357 -3.1351
H 3.4635 1.8681 -2.6542
H 3.2195 3.6642 -1.0559
H 2.8503 2.1518 -0.2439
Br 4.0863 -1.6607 -2.2358
K -4.0590 -5.4062 -3.8383
O -5.3390 -3.8675 2.5441
H -5.1070 -3.2765 1.8173
H -5.9954 -4.4613 2.1632
Cl -0.1751 -0.4588 -1.8918
C -0.9170 6.3482 3.9322
C -0.1365 7.3581 4.4840
C 1.1772 7.5259 4.0693
C 1.6971 6.6789 3.0980
C 0.9267 5.6631 2.5474
C -0.3854 5.4995 2.9689
N 3.0772 6.8688 2.6388
O 3.7307 7.7587 3.1576
O 3.4910 6.1301 1.7634
H -1.9453 6.2230 4.2543
H -0.5547 8.0170 5.2362
H 1.7764 8.3154 4.5051
H 1.3279 4.9974 1.7938
H -0.9953 4.7118 2.5427
```

As for the LUMO energy: -0.0961 hartree. As for the HOMO energy: -4.98 eV.

Here are the Mulliken charges for atoms 1 to 6, given in e: atom 1 (C): -1.094, atom 2 (C): 1.081, atom 3 (C): -1.442, atom 4 (N): -0.283, atom 5 (C): -0.227, atom 6 (C): 0.187


Energy, record by record: -48613.824, -197749.194, -265149.011, -175140.265 eV
Strongest force on any atom, record by record: 0.05241, 0.02677, 0.02099, 0.16672 Eh/bohr